Entry 1:
Entry from the OMol25 dataset: one molecule with the formula C2H4OP2 (ωB97M-V/def2-TZVPD).

Atoms and positions in Å:
C -0.453 1.086 2.432
C -0.344 0.192 1.635
P -0.055 -1.239 0.659
P 0.043 -0.209 -1.401
O 1.303 -0.684 -2.307
H -0.712 1.991 2.913
H -1.441 -1.499 0.452
H 0.593 1.130 -1.064
H 1.067 -0.769 -3.318

HOMO energy: -8.3 eV
gap between HOMO and LUMO: 8.88 eV
lowest unoccupied orbital energy: 0.0197 Ha
ΔE to the lowest compared entry with this formula, charge and spin: 21.8 kcal/mol
SMILES: C#C[PH]#[PH]O


Entry 2:
Entry from the OMol25 dataset: one molecule with the formula C10H19NO5 (ωB97M-V/def2-TZVPD).

Atoms and positions in Å:
C -2.652 -3.152 2.319
C -1.173 -2.861 2.586
C -0.382 -3.854 1.594
C -0.756 -3.128 4.020
O -0.888 -1.478 2.579
C -0.748 -0.753 1.371
O -1.279 -1.108 0.306
N -0.114 0.504 1.422
O -0.451 1.523 0.454
C 0.594 2.005 -0.279
O 1.746 1.754 -0.027
O 0.273 2.967 -1.357
C 1.026 2.986 -2.605
C -0.003 2.863 -3.719
C 1.795 4.227 -2.668
C 2.004 1.797 -2.860
H -2.950 -2.660 1.362
H -2.907 -4.256 2.260
H -3.297 -2.686 3.027
H -0.838 -4.771 1.265
H 0.503 -4.228 2.093
H 0.055 -3.346 0.596
H -0.721 -4.189 4.213
H 0.246 -2.882 4.214
H -1.429 -2.665 4.671
H 0.361 0.770 2.250
H -0.440 1.841 -3.903
H 0.498 3.119 -4.644
H -0.757 3.624 -3.542
H 1.062 5.002 -2.875
H 2.283 4.446 -1.707
H 2.480 4.221 -3.515
H 2.298 1.687 -3.899
H 2.932 1.922 -2.344
H 1.628 0.759 -2.658

HOMO energy: -10.4 eV
gap between HOMO and LUMO: 11.19 eV
lowest unoccupied orbital energy: 0.0275 Ha
ΔE to the lowest compared entry with this formula, charge and spin: 48.5 kcal/mol
SMILES: CC(C)(C)OC(=O)NOC(=O)OC(C)(C)C


Entry 3:
Entry from the OMol25 dataset: an isolated ion of composition C4H10NO2 and charge +1 (ωB97M-V/def2-TZVPD).

Atoms and positions in Å:
N 0.837 1.549 0.325
C -0.169 1.482 -0.745
C -1.028 0.171 -0.686
C -0.196 -1.113 -0.492
C 0.287 -1.514 0.860
O 1.002 -0.816 1.560
O -0.085 -2.718 1.259
H 1.071 2.524 0.533
H 0.482 1.118 1.181
H 1.759 1.181 0.105
H 0.217 1.510 -1.759
H -0.833 2.346 -0.660
H -1.477 0.058 -1.669
H -1.856 0.083 0.027
H 0.730 -1.081 -1.110
H -0.768 -1.942 -0.924
H 0.027 -2.838 2.196

HOMO energy: -14.8 eV
gap between HOMO and LUMO: 11.33 eV
lowest unoccupied orbital energy: -0.1266 Ha
ΔE to the lowest compared entry with this formula, charge and spin: 12.5 kcal/mol
SMILES: [NH3+]CCCC(=O)O
charge: +1